[1]
Here is a molecular structure, C22H36BNO6PPd from OMol25. Energies are from wB97M-V/def2-TZVPD.

As for the energy above the lowest of the compared OMol25 structures with the same formula, charge and spin: 64.3 kJ/mol. For the largest force on an atom, the calculation gives 0.733 eV Å⁻¹. Its multiplicity is 3. The HOMO-LUMO gap (spin up / spin down) is 5.8 / 8.3 eV. The value obtained for the LUMO energy (spin up / spin down) is 2.662 / 2.646 eV. The total charge is -1. For the calculated total energy, the calculation gives -1860.39307 a.u.

Each line ends with the natural charge from an NBO analysis.
Positions of all 68 atoms, in Å:
H (1.929, -3.785, 1.738)  0.20
H (-2.408, -1.641, -2.060)  0.26
C (-1.291, 4.461, -1.607)  -0.23
H (0.882, 0.132, 3.618)  0.22
O (-1.079, 0.466, 1.858)  -0.79
H (-0.616, -3.068, -3.113)  0.22
H (2.707, -1.302, -4.077)  0.21
C (-0.093, 5.163, -1.544)  -0.19
C (-2.475, 2.162, -1.686)  0.74
H (-0.107, 6.246, -1.486)  0.20
P (0.323, -1.990, -1.271)  0.94
C (2.359, 2.221, -1.561)  0.75
H (2.078, 4.988, -1.498)  0.24
H (-1.844, 3.318, 1.496)  0.23
H (-1.089, -3.561, 0.972)  0.19
C (-0.103, 0.350, 4.032)  -0.63
H (1.009, -1.762, -4.230)  0.19
C (1.882, -2.125, -2.266)  -0.53
C (0.766, -2.540, 0.439)  -0.53
H (-2.244, 2.097, 4.552)  0.20
C (0.902, 2.995, 3.566)  -0.62
Pd (-0.058, 0.414, -1.139)  0.77
O (0.483, 2.061, 1.399)  -0.78
H (-1.147, -1.803, 1.197)  0.26
B (-0.181, 0.942, 0.907)  0.76
C (1.705, -3.721, 0.669)  -0.61
C (-0.848, -3.180, -2.046)  -0.54
H (-2.750, 0.516, 3.946)  0.21
O (-3.570, 2.723, -1.746)  -0.70
C (-0.709, -4.658, -1.677)  -0.61
H (2.541, -4.193, -1.804)  0.20
H (2.621, -1.613, -1.641)  0.26
C (1.746, -1.313, -3.556)  -0.61
H (0.471, 3.249, 4.539)  0.20
C (-0.920, 1.215, 3.080)  0.22
C (-0.511, -2.684, 1.271)  -0.62
C (-2.300, 1.468, 3.660)  -0.62
C (-2.291, -2.704, -1.843)  -0.61
H (2.655, -3.602, 0.152)  0.21
H (3.312, -3.441, -3.195)  0.21
C (1.102, 3.103, -1.604)  0.12
H (1.683, 2.252, 3.712)  0.22
N (-0.058, 2.459, -1.677)  -0.47
H (-2.261, 4.936, -1.600)  0.24
H (-1.028, -4.835, -0.649)  0.20
H (-0.251, -2.811, 2.326)  0.20
H (-0.627, -0.596, 4.177)  0.21
C (2.370, -3.526, -2.647)  -0.61
C (-0.167, 2.497, 2.609)  0.25
H (1.278, -1.638, 0.795)  0.25
H (1.265, -4.675, 0.372)  0.20
H (-1.616, 4.050, 3.094)  0.20
H (-2.954, 1.948, 2.936)  0.23
H (-1.358, -5.257, -2.323)  0.20
H (-2.972, -3.270, -2.484)  0.20
H (0.027, 0.828, 5.005)  0.20
O (-2.224, 0.918, -1.635)  -0.76
H (1.464, -0.278, -3.372)  0.25
H (0.306, -5.034, -1.782)  0.21
H (1.659, -4.015, -3.318)  0.20
H (-2.604, -2.856, -0.808)  0.20
H (-0.506, 4.430, 1.763)  0.22
O (3.442, 2.795, -1.676)  -0.70
H (1.364, 3.893, 3.155)  0.22
C (-1.098, 3.639, 2.225)  -0.64
O (2.141, 0.976, -1.421)  -0.77
C (-1.235, 3.077, -1.668)  0.11
C (1.120, 4.489, -1.547)  -0.22

[2]
Here is a molecular structure, C22H36BeFN4O4PS in a non-equilibrium geometry from OMol25. Energies are from wB97M-V/def2-TZVPD.

For the largest force on an atom, the calculation gives 2.556 eV Å⁻¹. The HOMO-LUMO gap is 2.9 eV. The value obtained for the LUMO energy is -10.135 eV. The total charge is +2. For the calculated total energy, the calculation gives -2233.40759 a.u.

Each line ends with the natural charge from an NBO analysis.
Positions of all 70 atoms, in Å:
H (-0.901, 0.870, 4.343)  0.50
F (-2.277, 3.135, -0.710)  -0.32
H (-5.566, -1.307, -1.909)  0.20
C (-0.012, 0.427, 1.712)  -0.44
H (-4.292, -1.620, -3.083)  0.26
H (-0.740, 3.396, 3.077)  0.23
C (0.579, -0.526, 0.820)  0.16
C (-3.498, 2.189, -2.465)  -0.65
H (-3.652, 0.290, -0.781)  0.05
H (4.127, -0.217, 0.990)  0.23
H (-0.648, 3.315, 1.335)  0.20
C (-1.925, 0.506, 0.243)  -0.09
H (6.087, -0.206, -0.687)  0.20
N (1.466, -4.972, -0.174)  -0.85
H (1.926, -4.734, 0.700)  0.35
H (3.460, -4.856, -0.979)  0.19
H (-3.335, -2.526, -0.653)  0.46
N (0.421, -1.898, -1.190)  -0.44
C (2.419, -4.703, -1.262)  -0.22
N (1.814, -1.006, 1.108)  -0.42
C (-2.386, 4.293, 2.080)  -0.43
H (3.220, -2.858, -2.129)  0.25
C (4.663, -1.110, 0.679)  -0.41
C (-4.647, -1.881, -2.092)  -0.46
H (-4.085, 2.969, -2.933)  0.27
H (-1.779, -1.811, -2.200)  0.29
C (1.624, -2.313, -0.906)  0.30
O (-1.908, 1.874, 2.172)  -0.55
C (-1.649, 5.651, 2.063)  -0.61
C (2.257, -3.288, -1.851)  -0.46
P (0.948, 0.906, 3.195)  1.82
H (-2.487, 2.229, -2.869)  0.26
H (4.114, -3.004, -0.134)  0.22
H (2.244, -5.404, -2.073)  0.22
H (5.458, -1.306, 1.395)  0.23
O (-0.104, 1.414, 4.288)  -0.96
C (-0.101, -0.979, -0.328)  0.17
H (-4.268, 2.901, -0.591)  0.20
H (-0.658, 5.541, 2.503)  0.22
H (1.121, -1.196, 3.677)  0.50
C (-2.272, -0.999, -1.670)  -0.26
H (-3.871, 1.200, -2.721)  0.18
C (3.721, -2.340, 0.624)  -0.47
C (4.248, 1.013, -1.894)  -0.25
C (-3.383, 2.381, -0.958)  0.23
H (5.548, -1.795, -1.144)  0.17
C (-1.377, -0.464, -0.570)  -0.07
H (-1.471, 5.990, 1.047)  0.22
H (-2.956, 4.242, 1.158)  0.19
H (4.426, 1.089, -2.964)  0.19
H (3.288, 1.484, -1.682)  0.17
H (1.657, -3.281, -2.755)  0.23
C (-3.240, 1.049, -0.138)  -0.56
C (-1.264, 0.956, 1.412)  0.34
H (-3.026, 4.292, 2.959)  0.22
Be (-4.366, -0.599, -0.043)  1.77
O (4.166, -0.364, -1.543)  -0.58
O (1.622, -0.386, 3.838)  -0.94
H (-3.801, 1.203, 0.838)  0.29
C (5.209, -0.850, -0.714)  -0.06
H (3.674, -2.797, 1.610)  0.25
H (1.373, -5.980, -0.104)  0.38
H (-4.917, -2.932, -2.108)  0.27
H (-2.507, -0.259, -2.426)  0.24
C (-1.327, 3.226, 2.181)  -0.07
C (2.341, -1.863, 0.280)  0.31
H (-2.162, 6.403, 2.650)  0.23
S (2.226, 2.269, 2.812)  -0.51
N (-3.594, -1.616, -1.036)  -0.96
H (5.003, 1.546, -1.322)  0.19

[3]
Here is a molecular structure, C22H36BiGeNO7 in a non-equilibrium geometry from OMol25. Energies are from wB97M-V/def2-TZVPD.

For the largest force on an atom, the calculation gives 1.784 eV Å⁻¹. Its multiplicity is 2. The HOMO-LUMO gap (spin up / spin down) is 8.5 / 5.5 eV. The value obtained for the LUMO energy (spin up / spin down) is -2.985 / -6.028 eV. The total charge is +1. For the calculated total energy, the calculation gives -3732.70146 a.u.

Each line ends with the Löwdin charge.
Positions of all 68 atoms, in Å:
C (-4.264, -0.603, -0.806)  0.03
H (-1.534, 1.428, 3.524)  0.08
H (0.975, 0.650, 6.227)  0.10
H (0.485, -5.077, 1.078)  0.10
C (-1.066, 0.955, 4.391)  -0.02
C (0.020, -2.985, 0.793)  -0.68
C (-1.798, 1.768, -7.057)  -0.04
H (0.425, 1.597, -3.801)  0.14
H (4.812, 1.069, 1.654)  0.09
H (0.578, -0.924, 5.516)  0.09
H (-1.843, -2.156, 1.523)  0.07
Bi (-0.187, 0.700, 0.611)  2.02
C (-2.882, -0.037, -0.969)  -0.34
H (-4.224, 0.111, -3.271)  0.11
C (-1.158, -2.968, 1.767)  -0.02
C (-0.455, -3.160, -0.649)  -0.01
H (-2.652, 2.428, -6.897)  0.10
C (0.987, -4.115, 1.156)  -0.04
Ge (1.875, -1.027, 2.106)  1.06
H (4.101, 2.257, -1.117)  0.10
O (-2.266, 0.019, 0.143)  -0.20
H (4.767, -0.642, 1.176)  0.08
C (-0.988, 0.804, -2.419)  -0.30
C (4.718, 0.387, 0.808)  -0.03
H (-4.875, -0.612, -1.697)  0.07
H (2.156, 1.876, 3.529)  0.08
H (1.845, -4.106, 0.481)  0.09
O (-2.869, 3.827, -0.285)  0.14
H (-1.700, -3.912, 1.729)  0.10
H (-1.180, 2.164, -7.856)  0.10
H (3.272, -1.393, -0.708)  0.08
C (3.262, -0.368, -1.086)  -0.02
N (-0.999, 2.689, 0.643)  -0.11
H (-4.158, -1.626, -0.439)  0.10
H (-1.565, 0.007, 4.591)  0.09
C (0.425, 0.733, 4.135)  -0.69
H (-4.771, -0.037, -0.025)  0.11
C (-0.596, 1.261, -3.673)  0.08
H (4.094, -0.244, -1.778)  0.10
H (0.399, -3.203, -1.326)  0.10
H (1.344, -3.982, 2.181)  0.08
H (-2.147, 0.770, -7.328)  0.10
H (1.143, 2.680, 4.741)  0.10
H (2.126, -0.143, 5.131)  0.08
O (-0.029, 0.755, -1.511)  -0.28
C (3.301, 2.060, -0.405)  -0.01
H (2.341, 2.234, -0.897)  0.08
H (2.328, -0.203, -1.622)  0.07
H (-3.476, 0.826, -5.421)  0.11
C (-1.456, 1.279, -4.759)  -0.26
H (5.549, 0.556, 0.125)  0.10
H (3.400, 2.749, 0.434)  0.09
C (-2.350, 0.384, -2.219)  -0.09
H (-1.092, -2.326, -0.949)  0.07
C (1.127, 2.060, 3.846)  -0.03
H (-1.021, -4.086, -0.735)  0.10
C (3.392, 0.612, 0.078)  -0.68
H (-0.790, -2.815, 2.785)  0.09
H (-1.194, 1.608, 5.253)  0.10
O (0.717, -1.733, 0.846)  -0.40
C (1.067, 0.033, 5.335)  -0.03
O (2.314, 0.434, 1.013)  -0.42
C (-1.949, 3.262, 0.168)  -0.49
H (0.610, 2.609, 3.055)  0.07
O (-0.958, 1.726, -5.905)  -0.04
O (0.512, -0.130, 2.993)  -0.42
C (-3.194, 0.413, -3.363)  0.00
C (-2.784, 0.831, -4.592)  0.00